Computed, not measured: a molecular structure, C33H26Cl2N5O2SV in a non-equilibrium geometry, with the ωB97M-V functional and the def2-TZVPD basis.

Positions of all 70 atoms, in Å:
V1 -0.40 0.18 0.10
O1 -1.95 0.11 1.03
C1 -3.22 0.43 1.13
C2 -3.98 -0.03 2.21
C3 -5.31 0.31 2.26
C4 -5.91 1.09 1.27
C5 -5.16 1.54 0.20
C6 -3.80 1.22 0.12
C7 -2.98 1.70 -0.95
N1 -1.73 1.47 -1.09
C8 -1.11 2.18 -2.21
C9 0.33 1.72 -2.37
N2 0.77 0.98 -1.20
C10 2.06 1.30 -0.78
C11 2.52 2.52 -0.39
C12 3.93 2.64 -0.06
C13 4.45 3.79 0.41
C14 3.59 4.93 0.61
C15 2.27 4.89 0.35
C16 1.63 3.68 -0.15
O2 0.41 3.62 -0.33
H1 -3.51 -0.65 2.96
H2 -5.91 -0.04 3.09
H3 -6.96 1.33 1.33
H4 -5.62 2.14 -0.57
H5 -3.48 2.34 -1.68
H6 -1.13 3.25 -1.99
H7 -1.69 2.00 -3.12
H8 0.99 2.57 -2.55
H9 0.43 1.05 -3.23
H10 2.76 0.47 -0.75
H11 4.56 1.77 -0.21
H12 5.50 3.87 0.65
H13 4.03 5.85 0.98
H14 1.63 5.75 0.50
Cl1 -1.32 -1.33 -2.40
C17 -1.57 -3.01 -1.94
C18 -1.99 -3.86 -2.95
C19 -2.19 -5.20 -2.67
C20 -1.96 -5.66 -1.38
C21 -1.53 -4.79 -0.40
Cl2 -1.26 -5.43 1.19
C22 -1.32 -3.42 -0.63
S1 -0.84 -2.41 0.70
H15 -2.15 -3.46 -3.94
H16 -2.52 -5.88 -3.44
H17 -2.10 -6.70 -1.13
C23 3.20 -4.01 -1.75
C24 3.24 -4.10 -0.36
C25 2.65 -3.12 0.42
C26 2.01 -2.07 -0.21
C27 1.93 -1.97 -1.60
C28 2.55 -2.96 -2.36
N3 1.39 -1.03 0.58
N4 1.91 -0.86 1.70
C29 1.40 0.25 2.40
C30 1.98 0.61 3.60
C31 1.52 1.76 4.22
C32 0.52 2.50 3.62
C33 -0.01 2.08 2.42
N5 0.43 0.97 1.82
H18 3.66 -4.79 -2.35
H19 3.73 -4.94 0.12
H20 2.66 -3.19 1.50
H21 1.40 -1.16 -2.06
H22 2.51 -2.90 -3.44
H23 2.77 0.00 4.02
H24 1.95 2.07 5.16
H25 0.14 3.41 4.07
H26 -0.79 2.62 1.90

Output
HOMO level (spin up / spin down): -9.9965 / -10.0784 eV
charge: +1
LUMO (spin up / spin down): -4.787 / -4.377 eV
ΔE to the lowest compared entry with this formula, charge and spin: 55.6 kcal per mole
orbital gap (spin up / spin down): 0.1915 / 0.2095 hartree
2S+1: 2

---

Computed, not measured: a molecular structure, C33H26Cl3CuN6OS, with the ωB97M-V functional and the def2-TZVPD basis.

Positions of all 71 atoms, in Å:
Cu1 -1.01 0.10 0.87
C1 -3.15 -4.91 -0.32
C2 -3.15 -4.02 0.75
C3 -2.25 -2.97 0.79
C4 -1.32 -2.78 -0.23
C5 -1.34 -3.66 -1.32
C6 -2.24 -4.71 -1.36
N1 -0.47 -1.66 -0.19
C7 0.82 -1.79 -0.46
C8 1.50 -3.06 -0.46
C9 2.84 -3.17 -0.71
C10 3.64 -2.05 -1.04
C11 3.04 -0.83 -1.07
C12 1.67 -0.64 -0.76
N2 1.30 0.66 -0.84
N3 0.16 1.05 -0.44
C13 -0.08 2.43 -0.62
C14 0.78 3.28 -1.33
C15 0.40 4.60 -1.49
C16 -0.80 5.04 -0.93
C17 -1.56 4.12 -0.23
N4 -1.22 2.84 -0.08
H1 -3.85 -5.73 -0.36
H2 -3.87 -4.15 1.55
H3 -2.28 -2.25 1.60
H4 -0.64 -3.50 -2.13
H5 -2.24 -5.38 -2.21
H6 0.94 -3.94 -0.19
H7 3.29 -4.15 -0.64
H8 4.69 -2.17 -1.26
H9 3.60 0.06 -1.31
H10 1.69 2.89 -1.74
H11 1.03 5.28 -2.04
H12 -1.14 6.06 -1.04
H13 -2.51 4.42 0.21
Cl1 3.69 -3.35 3.24
C18 3.18 -1.77 3.74
C19 2.78 -0.84 2.80
C20 2.36 0.41 3.22
C21 2.34 0.76 4.56
C22 1.77 2.08 5.01
C23 0.33 1.92 5.55
N5 -0.44 1.02 4.71
C24 -0.53 -0.34 4.88
C25 -0.98 -0.84 3.70
N6 -1.17 0.19 2.81
C26 -0.82 1.29 3.44
O1 1.80 2.97 3.91
C27 1.74 4.34 4.27
C28 2.26 5.15 3.13
C29 3.54 5.61 3.04
Cl2 4.80 5.38 4.18
S1 3.83 6.48 1.59
C30 2.22 6.24 1.08
C31 1.50 5.52 1.98
C32 2.77 -0.20 5.48
Cl3 2.75 0.15 7.19
C33 3.19 -1.46 5.09
H14 2.78 -1.10 1.75
H15 2.04 1.14 2.48
H16 2.38 2.48 5.84
H17 -0.16 2.89 5.59
H18 0.36 1.51 6.55
H19 -0.25 -0.82 5.81
H20 -1.18 -1.87 3.44
H21 -0.81 2.28 3.01
H22 2.34 4.53 5.16
H23 0.71 4.64 4.49
H24 1.89 6.63 0.13
H25 0.47 5.24 1.83
H26 3.52 -2.17 5.83

Output
HOMO level: -6.6157 eV
charge: 0
LUMO: -0.282 eV
ΔE to the lowest compared entry with this formula, charge and spin: 2.5 kcal per mole
orbital gap: 0.2328 hartree

---

Computed, not measured: a molecular structure, C33H26Cl3NO3S4SbV, with the ωB97M-V functional and the def2-TZVPD basis.

Positions of all 72 atoms, in Å:
V1 0.78 0.20 1.16
S1 4.52 1.73 3.32
Sb1 3.07 0.02 3.49
S2 2.74 -0.83 1.16
S3 0.65 0.88 3.27
Cl1 0.96 -1.50 -3.77
C1 2.52 -1.28 -3.00
C2 3.35 -2.38 -2.89
C3 4.59 -2.22 -2.29
C4 4.94 -0.99 -1.76
C5 4.08 0.09 -1.84
Cl2 4.49 1.51 -0.96
C6 2.84 -0.02 -2.51
N1 1.92 1.01 -2.60
C7 2.16 2.35 -2.90
C8 3.27 2.71 -3.65
C9 3.51 4.04 -3.97
C10 2.62 5.02 -3.56
C11 1.49 4.65 -2.85
C12 1.23 3.33 -2.50
C13 -0.05 3.01 -1.77
C14 0.03 2.68 -0.28
O1 -0.67 3.27 0.52
O2 0.86 1.72 0.01
H1 3.03 -3.33 -3.28
H2 5.25 -3.07 -2.18
H3 5.87 -0.86 -1.22
H4 0.98 0.76 -2.35
H5 3.96 1.94 -3.98
H6 4.39 4.30 -4.54
H7 2.79 6.06 -3.81
H8 0.77 5.40 -2.54
H9 -0.58 2.16 -2.23
H10 -0.72 3.87 -1.87
O3 -1.44 0.46 0.70
S4 -2.24 1.06 1.84
C15 -3.77 1.53 1.06
C16 -3.96 1.31 -0.30
C17 -5.15 1.72 -0.89
C18 -6.13 2.35 -0.12
C19 -5.92 2.57 1.23
C20 -4.74 2.16 1.83
C21 -2.85 -0.32 2.79
C22 -2.75 -0.22 4.16
C23 -3.18 -1.29 4.95
C24 -3.67 -2.43 4.34
C25 -3.74 -2.53 2.96
C26 -3.33 -1.47 2.17
H11 -3.17 0.84 -0.87
H12 -5.31 1.56 -1.94
H13 -7.05 2.67 -0.59
H14 -6.68 3.06 1.83
H15 -4.56 2.34 2.88
H16 -2.31 0.66 4.61
H17 -3.10 -1.23 6.03
H18 -3.98 -3.27 4.96
H19 -4.11 -3.43 2.50
H20 -3.36 -1.52 1.09
Cl3 0.24 -2.89 3.38
C27 0.88 -3.60 1.93
C28 1.56 -4.80 2.04
C29 2.08 -5.41 0.91
C30 1.89 -4.81 -0.33
C31 1.20 -3.61 -0.42
C32 0.68 -2.96 0.70
C33 -0.02 -1.67 0.56
H21 1.69 -5.23 3.02
H22 2.62 -6.34 1.00
H23 2.28 -5.28 -1.23
H24 1.06 -3.15 -1.39
H25 -0.43 -1.50 -0.44
H26 -0.85 -1.59 1.27

Output
HOMO level (spin up / spin down): -4.1466 / -4.3411 eV
charge: -1
LUMO (spin up / spin down): 2.133 / 2.135 eV
ΔE to the lowest compared entry with this formula, charge and spin: 23.1 kcal per mole
orbital gap (spin up / spin down): 0.2308 / 0.2380 hartree
2S+1: 2

---

Computed, not measured: a molecular structure, C33H26ClCrN3OS in a non-equilibrium geometry, with the ωB97M-V functional and the def2-TZVPD basis.

Positions of all 66 atoms, in Å:
Cr1 1.55 0.37 -1.00
Cl1 2.31 1.91 6.01
C1 2.38 1.75 4.29
C2 2.52 2.90 3.60
C3 2.50 2.82 2.22
C4 2.22 1.63 1.58
O1 2.27 1.63 0.22
C5 2.06 0.45 2.32
C6 1.87 -0.83 1.70
N1 1.69 -1.05 0.46
C7 1.36 -2.32 0.03
C8 1.28 -3.41 0.79
C9 0.89 -4.70 0.28
C10 0.60 -4.86 -1.04
C11 0.68 -3.75 -1.91
C12 0.45 -3.84 -3.31
C13 0.63 -2.69 -4.04
C14 0.83 -1.41 -3.41
N2 1.08 -1.33 -2.11
C15 1.04 -2.52 -1.34
C16 2.08 0.50 3.72
H1 2.83 3.79 4.15
H2 2.56 3.71 1.62
H3 1.78 -1.63 2.35
H4 1.74 -3.46 1.75
H5 0.76 -5.52 0.91
H6 0.39 -5.83 -1.48
H7 0.04 -4.78 -3.78
H8 0.46 -2.82 -5.11
H9 0.79 -0.51 -4.02
H10 1.97 -0.39 4.32
C17 -4.43 -1.11 2.10
C18 -3.17 -0.27 2.34
C19 -3.27 0.64 3.63
C20 -2.03 -1.27 2.52
C21 -2.90 0.68 1.19
C22 -3.77 1.70 0.73
C23 -3.44 2.62 -0.30
C24 -2.23 2.51 -0.89
S1 -1.50 3.39 -2.28
C25 -0.12 2.36 -2.21
N3 -0.20 1.44 -1.29
C26 -1.36 1.44 -0.53
C27 -1.65 0.58 0.50
C28 1.03 2.34 -3.09
C29 1.11 2.94 -4.37
C30 2.22 2.77 -5.14
C31 3.33 2.09 -4.60
C32 3.27 1.52 -3.31
C33 2.13 1.60 -2.60
H11 -4.66 -1.80 2.90
H12 -4.29 -1.61 1.14
H13 -5.28 -0.44 1.93
H14 -3.45 -0.02 4.49
H15 -4.12 1.30 3.48
H16 -2.37 1.14 3.73
H17 -2.18 -1.75 3.50
H18 -1.05 -0.87 2.68
H19 -2.00 -2.01 1.70
H20 -4.74 1.72 1.18
H21 -4.22 3.33 -0.67
H22 -0.91 -0.15 0.71
H23 0.16 3.35 -4.65
H24 2.11 3.12 -6.12
H25 4.18 1.91 -5.21
H26 4.14 1.01 -2.95

Output
HOMO level (spin up / spin down): -10.8054 / -10.8741 eV
charge: +1
LUMO (spin up / spin down): -3.819 / -3.813 eV
ΔE to the lowest compared entry with this formula, charge and spin: 0.0 kcal per mole
orbital gap (spin up / spin down): 0.2567 / 0.2595 hartree
2S+1: 4

---

Computed, not measured: a molecular structure, C33H26F5GeLuN3O14PS2 in a non-equilibrium geometry, with the ωB97M-V functional and the def2-TZVPD basis.

Positions of all 86 atoms, in Å:
Lu1 12.98 16.99 11.23
F1 17.50 11.28 10.03
C1 17.21 12.60 9.77
C2 17.80 13.53 10.66
F2 18.83 12.98 11.40
C3 17.16 14.79 10.85
F3 17.52 15.53 11.84
C4 16.12 15.15 9.98
S1 15.66 16.83 10.10
C5 15.68 14.30 8.97
F4 14.68 14.70 8.14
C6 16.25 13.03 8.83
F5 15.83 12.26 7.85
C7 10.79 20.44 8.61
O1 9.93 19.48 9.41
P1 10.19 17.89 9.76
O2 11.98 17.58 9.38
C8 12.52 16.94 8.20
O3 10.79 18.01 11.35
C9 9.78 17.97 12.48
H1 10.56 20.19 7.56
H2 11.88 20.32 8.86
H3 10.42 21.41 8.89
H4 11.64 16.66 7.56
H5 13.05 16.06 8.61
H6 13.21 17.74 7.75
H7 9.21 17.05 12.50
H8 9.17 18.97 12.40
H9 10.29 18.07 13.41
O4 11.19 15.47 11.35
S2 12.05 14.21 11.27
O5 11.77 13.52 9.87
O6 13.51 14.74 11.20
O7 11.79 13.23 12.25
C10 14.11 8.51 8.99
C11 14.52 9.77 9.21
C12 13.58 10.80 9.35
C13 12.24 10.49 9.13
C14 11.83 9.19 8.87
C15 12.76 8.18 8.82
Ge1 10.85 11.91 9.54
C16 9.94 12.52 7.89
C17 8.54 12.26 7.79
C18 7.80 12.74 6.68
C19 8.43 13.47 5.69
C20 9.84 13.49 5.74
C21 10.57 13.00 6.78
C22 9.67 11.48 11.08
C23 10.04 10.48 12.01
C24 9.19 10.21 13.10
C25 8.07 10.96 13.34
C26 7.85 12.15 12.57
C27 8.59 12.32 11.37
H10 14.82 7.63 8.89
H11 15.58 10.06 9.20
H12 13.93 11.78 9.66
H13 10.73 9.02 8.86
H14 12.37 7.14 8.73
H15 8.00 11.82 8.63
H16 6.73 12.63 6.74
H17 7.85 13.91 4.86
H18 10.44 13.93 5.01
H19 11.67 13.15 6.66
H20 10.90 9.88 11.73
H21 9.50 9.32 13.74
H22 7.35 10.72 14.13
H23 7.14 12.86 12.97
H24 8.27 13.08 10.69
O8 15.91 23.62 14.89
N1 15.33 22.66 15.38
O9 15.04 22.43 16.56
C28 14.86 21.76 14.38
C29 14.51 20.50 14.77
C30 14.05 19.58 13.80
C31 13.91 19.88 12.36
O10 13.22 19.15 11.56
C32 14.47 21.16 12.05
C33 14.87 22.13 13.01
N2 14.74 21.62 10.64
O11 15.18 22.75 10.53
O12 14.48 20.90 9.67
N3 13.83 18.26 14.29
O13 14.01 18.05 15.49
O14 13.41 17.33 13.42
H25 14.29 20.29 15.75
H26 15.11 23.12 12.76

Output
HOMO level (spin up / spin down): -3.4946 / -5.4129 eV
charge: -1
LUMO (spin up / spin down): 1.776 / 1.776 eV
ΔE to the lowest compared entry with this formula, charge and spin: 14.2 kcal per mole
orbital gap (spin up / spin down): 0.1937 / 0.2642 hartree
2S+1: 2

---

Computed, not measured: a molecular structure, C33H26N4PbS2, with the ωB97M-V functional and the def2-TZVPD basis.

Positions of all 66 atoms, in Å:
Pb1 0.47 -0.82 -0.09
C1 3.61 -0.21 1.74
N1 2.64 -1.15 1.20
C2 2.79 -2.39 1.50
C3 1.98 -3.44 0.99
C4 1.92 -4.77 1.43
C5 0.91 -5.38 0.69
C6 0.40 -4.40 -0.16
N2 1.04 -3.23 0.00
C7 4.89 -0.14 0.93
C8 4.85 -0.18 -0.47
C9 6.03 -0.11 -1.20
C10 7.25 0.01 -0.55
C11 7.29 0.05 0.83
C12 6.11 -0.03 1.56
H1 3.86 -0.46 2.77
H2 3.14 0.78 1.75
H3 3.57 -2.69 2.21
H4 2.55 -5.21 2.19
H5 0.57 -6.40 0.76
H6 -0.38 -4.50 -0.90
H7 3.90 -0.29 -0.97
H8 5.98 -0.15 -2.28
H9 8.17 0.07 -1.13
H10 8.24 0.13 1.34
H11 6.15 -0.01 2.65
S1 -5.61 -1.60 -4.80
C13 -5.25 -2.86 -5.89
C14 -4.01 -3.37 -5.68
C15 -3.33 -2.71 -4.62
C16 -4.07 -1.73 -4.03
C17 -3.70 -0.85 -2.91
C18 -2.41 -0.91 -2.35
N3 -2.00 -0.17 -1.35
C19 -2.84 0.74 -0.82
C20 -4.16 0.87 -1.29
C21 -5.06 1.81 -0.68
C22 -4.66 2.56 0.37
C23 -3.32 2.46 0.88
C24 -2.90 3.23 1.97
C25 -1.61 3.14 2.43
C26 -0.75 2.26 1.72
N4 -1.12 1.53 0.70
C27 -2.40 1.59 0.28
C28 -1.13 3.91 3.58
C29 -1.78 4.89 4.27
C30 -1.02 5.43 5.34
C31 0.20 4.84 5.45
S2 0.43 3.64 4.26
C32 -4.56 0.06 -2.35
H12 -5.98 -3.16 -6.62
H13 -3.58 -4.17 -6.26
H14 -2.33 -2.98 -4.30
H15 -1.68 -1.62 -2.74
H16 -6.06 1.89 -1.07
H17 -5.35 3.25 0.84
H18 -3.61 3.89 2.45
H19 0.29 2.17 2.01
H20 -2.77 5.24 4.01
H21 -1.37 6.21 6.00
H22 0.98 5.05 6.17
H23 -5.58 0.16 -2.72
C33 1.43 -0.06 -2.03
H24 2.04 0.82 -1.79
H25 0.63 0.25 -2.69
H26 2.05 -0.80 -2.53

Output
HOMO level: -6.9731 eV
charge: 0
LUMO: -0.690 eV
orbital gap: 0.2309 hartree